Below is a molecular structure, C62H51N7O2S8W in a non-equilibrium geometry, with properties calculated with wB97M-V/def2-TZVPD.

The geometry in XYZ format:
```
131
Properties=species:S:1:pos:R:3:mulliken_charge:R:1
W -0.01100 0.27200 -0.44210 1.0743
S -1.15340 5.23940 -1.79460 -0.0291
S -0.64520 2.21430 -1.93740 -0.3543
S -1.38750 7.79840 -0.28010 -0.1290
S -1.36950 -0.88460 -3.47430 2.1784
S 0.62300 -3.14370 -1.26350 0.5413
S -1.77940 -3.76900 -2.89660 1.3637
S 0.19100 2.34830 1.11110 -0.1824
S -0.34900 5.33860 1.03390 -0.0547
O -3.08600 -0.37240 2.36450 -0.6254
O 3.80280 0.13450 1.46160 -0.6212
N -0.70430 -0.36220 -2.24380 -0.2115
N -2.12410 -2.31900 -3.37890 -0.2441
N 2.14010 0.27660 -0.14750 0.6085
N 0.38280 -1.84090 -0.59420 -0.1033
N -1.87160 -0.01230 0.42330 0.8940
N -0.63440 -4.01660 -1.88100 0.1187
N 0.32750 -0.25920 1.60640 0.8675
C -0.98600 6.22730 -0.34660 0.1026
C 3.97680 -1.98670 -0.40610 -1.6649
C 1.79510 0.11170 -5.75390 -0.6965
C 1.77490 -0.82050 -6.78200 -1.2160
C -0.12910 -0.93490 -4.79060 0.6756
C -0.61800 3.74250 -1.06570 -0.1760
C -0.16560 -1.85570 -5.81910 -0.9424
C -4.45570 -4.48430 -2.84420 -0.3310
C -4.00090 -0.25740 -4.13820 0.1985
C 4.60260 1.64090 -2.60260 -0.8936
C -0.25910 3.78710 0.23700 0.6459
C 0.65440 -4.17890 1.24560 -0.4529
C 2.65460 2.78130 -1.55920 -1.3402
C 3.24550 0.36740 -1.07750 -0.8036
C 2.85380 -5.82150 0.85410 -1.0364
C -4.06910 -6.37820 -0.84400 -0.5668
C -5.12020 0.62370 -1.32870 -0.6929
C 1.17010 -4.90910 2.30240 -0.8588
C -5.58730 -0.66760 -1.46530 -1.4604
C -3.54080 2.32020 -0.44010 -2.2506
C 0.79970 -1.80380 -6.81190 -0.7702
C -0.71020 -0.40780 2.44330 0.4767
C 5.24920 -0.57970 -2.01240 -0.6433
C -2.68180 0.15210 -4.15040 0.4225
C 0.74170 -0.65010 4.32110 -1.0296
C 2.33510 -5.10400 -0.21340 -0.3621
C -4.83330 -1.72190 -0.98110 -0.7271
C 1.56370 -0.23000 2.11630 0.6594
C -3.21890 -4.63250 -2.24060 0.6150
C 2.99480 -4.35560 -4.32530 -1.5307
C 2.27660 -5.72270 2.10900 -0.7848
C -3.28940 2.21260 -5.20410 -0.9112
C -2.31250 1.37380 -4.69310 -0.6245
C -2.85030 -2.62430 0.24420 -1.2969
C 1.73630 -3.16450 -2.68650 1.6029
C -2.03770 -0.25920 1.76180 -0.1052
C -1.65470 -4.76550 -4.39870 1.3027
C 3.65250 -3.17900 -4.65340 -1.4309
C 3.50060 1.56280 -1.76060 1.5803
C -5.32060 -6.22300 -1.42460 -0.8753
C -2.38190 -4.31310 -5.48940 -0.6950
C -4.97380 0.59130 -4.64580 -1.0072
C -2.49970 -5.11370 -6.61100 -0.7774
C -5.50940 -5.28520 -2.42850 -0.7745
C 0.84430 0.05190 -4.74870 -0.3400
C 5.48150 0.58200 -2.72570 -1.1557
C -0.54690 -0.63040 3.80030 -0.6577
C -3.11640 -0.18130 -0.28730 -1.3119
C 2.31340 -1.97490 -3.07450 -0.1207
C 1.81360 -0.41930 3.46890 -0.5124
C 2.63920 0.08180 1.11710 -0.2336
C -1.23640 -6.83690 -5.50590 -1.0555
C -3.60750 -1.49300 -0.38340 0.7892
C 3.28900 -1.98220 -4.05850 -0.4429
C -1.09600 -6.03100 -4.38650 -0.5499
C -4.62050 1.82640 -5.16800 -0.7595
C 2.02470 -4.35560 -3.33660 -0.6100
C -3.90050 0.89310 -0.71430 2.0187
C 1.23540 -4.28930 -0.00980 0.4569
C -1.92660 -6.37620 -6.61680 -0.7331
C 4.14430 -0.71030 -1.18170 1.1210
C -3.00800 -5.58880 -1.25850 -0.6961
H -2.61590 2.39610 0.13310 0.1647
H -6.47360 -5.16960 -2.89770 0.5044
H 0.77280 -2.52280 -7.61580 0.5388
H 6.35820 0.67360 -3.34890 0.4538
H -5.22000 -2.72950 -1.01930 0.8292
H -3.44550 2.88930 -1.36470 0.3578
H -1.81030 -2.62920 -0.09770 -0.0044
H 4.79030 2.56780 -3.12200 0.5564
H 2.31510 2.85200 -0.52370 0.1498
H 2.95760 -2.11270 -0.03190 -0.3487
H -4.58560 -3.74580 -3.61810 0.3301
H -0.18390 -3.51240 1.38480 0.2506
H -3.32500 -3.56940 0.00430 0.6079
H -5.38240 2.48160 -5.56320 0.4572
H -6.14320 -6.83810 -1.09190 0.4429
H 2.68890 -6.26860 2.94360 0.4482
H -0.93890 -2.60310 -5.84230 0.4954
H 1.50820 -5.26100 -3.05850 0.8637
H -5.73300 1.44870 -1.65410 0.5355
H 0.84560 0.75040 -3.91920 0.4022
H -6.55340 -0.85590 -1.90450 0.5031
H -2.86310 -2.51820 1.32850 0.8566
H 2.83620 -0.37570 3.81390 0.6717
H -2.99600 3.16170 -5.62610 0.5498
H 0.91280 -0.80770 5.37490 0.5410
H -4.25660 -1.21940 -3.72630 0.3508
H 2.54230 0.88910 -5.73130 0.5603
H 0.70980 -4.83500 3.27540 0.5297
H 4.65040 -1.96670 0.45250 0.6788
H -0.82410 -7.83370 -5.49920 0.5233
H -2.03840 -7.00810 -7.48260 0.4704
H -1.27700 1.66900 -4.71110 0.3351
H -3.05440 -4.75760 -7.46460 0.5598
H 3.23960 3.67030 -1.78490 0.6415
H 3.78630 -1.06550 -4.32580 0.7866
H 4.45920 -3.19870 -5.36830 0.5236
H -2.86220 -3.34760 -5.43720 0.2823
H 2.51390 -0.77740 -7.56670 0.4814
H 1.78900 2.77030 -2.22570 -0.0457
H 4.24610 -2.84390 -1.02150 0.6047
H -2.02490 -5.68850 -0.82280 0.4222
H -0.58340 -6.38510 -3.50610 0.5527
H -3.91190 -7.11270 -0.06950 0.5185
H 3.26220 -5.27750 -4.81840 0.5203
H 3.71510 -6.45260 0.70090 0.5065
H 2.80580 -5.17080 -1.18040 0.5931
H -6.00830 0.28580 -4.63030 0.4858
H 2.00610 -1.06540 -2.56710 -0.7129
H -4.33650 2.78240 0.14370 0.6109
H 5.94690 -1.40060 -2.08360 0.5310
H -1.42450 -0.76070 4.41190 0.6797
```

The total energy comes out at -168137.545 eV. The charge is +2. For the orbital gap (spin up / spin down), the calculation gives 4.881 / 4.960 eV.